A structure of composition C5H7N. Source: OMol25; level of theory: ωB97M-V/def2-TZVPD.

```
13
Properties=species:S:1:pos:R:3:forces:R:3
N 1.9591 -0.7680 0.0145 -1.6919 -1.0777 -0.5581
C 0.6420 -0.7709 0.2608 1.7985 0.1943 -0.2847
C 1.8130 0.7003 -0.1600 -0.5033 -1.4407 2.1653
C -0.5479 -0.2828 -0.4767 0.8269 -0.4273 -0.5939
C 0.3552 0.6829 0.2393 -0.4903 2.4517 2.4399
C -1.8590 -0.5567 0.1791 0.0780 -1.9567 -0.0848
H 2.4074 1.1755 0.5624 0.9742 1.3593 0.4737
H -1.5048 -0.9911 1.1934 -1.7703 0.4682 -1.5939
H -2.5449 0.2573 0.2544 0.0064 1.0235 0.4110
H -0.3925 -0.3749 -1.5653 -0.5917 0.1010 0.3763
H 0.0768 1.2872 1.2117 0.0523 -1.3802 -2.2704
H -2.4208 -1.2207 -0.5513 0.6926 -0.1093 1.5435
H 2.0163 0.8618 -1.1623 0.6187 0.7939 -2.0238
```
Forces are in eV/Å.

Summary:
Molecular weight in g/mol: 81.12
Highest occupied orbital energy (spin up / spin down) in eV: -8.036 / -8.035
DFT total energy in eV: -6782.6664
Energy relative to the best compared isomer or geometry (same formula, charge and spin) in kcal per mole: 134.8